No. 1
Entry from OMol25: a 2-piece molecular cluster, C14H16 overall in a non-equilibrium geometry (ωB97M-V/def2-TZVPD).

XYZ file:
```
30
Properties=species:S:1:pos:R:3
C 1.56492 1.24086 3.80255
C 1.95404 -1.58855 0.59687
C 1.57389 -2.02287 1.87096
C 2.20586 -0.24469 0.40727
C 1.48307 -1.12331 2.90815
C 2.05036 0.68077 1.43374
C 1.65113 0.24236 2.67877
H 2.14941 -2.29721 -0.18031
H 1.30979 -3.07726 1.89117
H 2.39746 0.16647 -0.58203
H 1.30197 -1.43605 3.92183
H 2.13074 1.71448 1.12948
H 1.25738 2.19725 3.43312
H 2.54796 1.48044 4.21390
H 0.87653 0.93653 4.58377
C -2.22800 2.03217 -3.63197
C -1.46732 -0.96589 -0.74736
C -2.04357 -1.31320 -1.98982
C -0.99895 0.36026 -0.53024
C -2.31849 -0.36438 -2.92624
C -1.34224 1.34015 -1.40802
C -1.97424 0.99647 -2.64232
H -1.31082 -1.69727 0.03312
H -2.29646 -2.32081 -2.21688
H -0.37791 0.49475 0.33366
H -2.82168 -0.61454 -3.84975
H -1.07511 2.35917 -1.20251
H -2.43861 1.76891 -4.65657
H -1.55434 2.89307 -3.55881
H -3.14887 2.56085 -3.32790
```

## Properties
max |F|	1.68	eV/Å
spin multiplicity	2
total charge	+1
calculated total energy	-542.7457	Ha
E_HOMO (spin up / spin down)	-11.9 / -11.8	eV

Charges in e, computed with Mulliken, in the same order as the atoms:
1 C -1.549
2 C -0.733
3 C -0.467
4 C -0.280
5 C -0.494
6 C -0.665
7 C 1.107
8 H 0.452
9 H 0.399
10 H 0.426
11 H 0.423
12 H 0.360
13 H 0.369
14 H 0.333
15 H 0.391
16 C -1.493
17 C -0.509
18 C -0.397
19 C -0.179
20 C -0.520
21 C -0.615
22 C 1.225
23 H 0.477
24 H 0.431
25 H 0.533
26 H 0.420
27 H 0.429
28 H 0.400
29 H 0.359
30 H 0.369

No. 2
Entry from OMol25: C25H67HgO9 as an isolated structure in a non-equilibrium geometry (ωB97M-V/def2-TZVPD).

XYZ file:
```
102
Properties=species:S:1:pos:R:3
Hg 3.08030 -2.15326 0.88335
C 0.49663 -0.21453 -0.31361
O 1.73956 -0.46143 0.26110
H 0.40774 -0.70406 -1.29414
H -0.39079 -0.52174 0.24951
H 0.34089 0.83764 -0.58176
C 0.55471 1.13965 -4.66924
C 0.48004 2.60930 -4.27680
C 1.26058 2.91977 -2.97560
O 1.15321 3.34986 -5.30457
H 1.61871 0.89768 -4.71450
H 0.07724 1.02378 -5.64018
H 0.12551 0.43853 -3.95228
H -0.51882 3.01880 -4.10036
H 1.38671 3.98582 -2.79086
H 2.24938 2.47259 -3.08362
H 0.68158 2.54037 -2.12971
H 0.57953 4.09957 -5.48662
C -3.50014 0.88768 -2.79183
C -3.83595 1.36076 -1.39679
C -2.92921 2.53499 -0.93531
O -5.16175 1.82812 -1.37334
H -3.84667 1.48587 -3.63723
H -3.97250 -0.07850 -2.98263
H -2.42430 0.79278 -2.94073
H -3.67179 0.53186 -0.69771
H -3.15036 2.72868 0.11954
H -3.24044 3.45099 -1.44009
H -1.85929 2.36078 -1.04661
H -5.37556 2.21950 -0.52086
C 4.73538 3.46791 1.07774
C 3.48612 2.68270 0.77788
C 2.26379 3.51992 0.47796
O 3.68200 1.70981 -0.24923
H 5.56947 2.83978 1.39365
H 4.57432 4.09469 1.95798
H 5.03045 4.11455 0.25218
H 3.17693 2.06467 1.63757
H 1.32916 2.96541 0.38325
H 2.40302 4.12162 -0.42144
H 2.10942 4.17586 1.34068
H 2.93595 1.09294 -0.24844
C 1.21204 -0.06868 3.70626
C 2.68247 -0.37096 3.74731
C 3.31092 -0.50541 5.12534
O 2.86064 -1.71827 3.13676
H 1.00873 0.93124 4.10005
H 0.65190 -0.68654 4.41596
H 0.77033 -0.14254 2.71479
H 3.17833 0.32901 3.07574
H 4.35187 -0.75202 4.90830
H 2.77830 -1.26839 5.69639
H 3.37524 0.36223 5.78092
H 2.57795 -2.36344 3.79946
C 5.58905 -2.24659 -2.82029
C 4.29924 -1.65599 -2.28621
C 3.21841 -1.52373 -3.34244
O 3.78520 -2.60683 -1.29837
H 6.30491 -2.40967 -2.01388
H 6.16886 -1.59091 -3.47323
H 5.31644 -3.10815 -3.43381
H 4.45531 -0.73236 -1.72826
H 3.58910 -0.92028 -4.17767
H 2.34486 -0.95216 -3.02953
H 2.95349 -2.48357 -3.78799
H 3.84482 -3.49245 -1.68425
C -5.00092 -3.48523 -1.98902
C -3.58009 -3.71861 -1.48045
C -2.83847 -2.36792 -1.25604
O -3.71706 -4.40922 -0.24093
H -5.57209 -2.88936 -1.27578
H -5.45823 -4.47534 -2.01999
H -5.06547 -3.00912 -2.96625
H -3.05579 -4.36226 -2.19254
H -1.78060 -2.56776 -1.06919
H -3.22869 -1.94486 -0.32941
H -2.99837 -1.74091 -2.12728
H -2.84825 -4.34771 0.19202
C -2.78491 1.08050 2.60170
C -2.49899 2.53100 2.95518
C -1.14267 2.96927 2.39939
O -3.54062 3.31061 2.37894
H -3.61987 0.61016 3.11955
H -1.96371 0.38244 2.78000
H -2.89448 1.02311 1.51419
H -2.51287 2.62882 4.04696
H -0.96313 2.52507 1.41812
H -0.30384 2.64935 3.02603
H -1.00952 4.05211 2.35690
H -3.33083 4.20171 2.68558
C -1.45917 -2.13959 2.38071
C -1.56498 -3.65540 2.47104
C -2.91602 -4.17537 2.98755
O -1.34316 -4.28681 1.22170
H -2.25413 -1.67820 1.79350
H -0.56428 -1.99588 1.76437
H -1.40895 -1.68873 3.36822
H -0.82489 -4.06289 3.17421
H -3.71309 -3.95784 2.27277
H -3.17222 -3.66303 3.91586
H -2.95170 -5.25652 3.10949
H -0.39706 -4.34089 1.06525
```

## Properties
max |F|	2.39	eV/Å
spin multiplicity	1
total charge	+1
calculated total energy	-1822.8994	Ha
E_HOMO	-11.5	eV

Mulliken atomic charge list, values in e, 99 entries:
1 Hg 1.181
2 C 0.319
3 O 0.191
4 H 0.193
5 H -0.383
6 H -0.470
7 C -1.112
8 C 0.105
9 C -0.797
10 O -0.556
11 H 0.262
12 H 0.344
13 H 0.185
14 H 0.541
15 H 0.363
16 H 0.323
17 H 0.010
18 H 0.372
19 C -1.362
20 C 1.597
21 C -0.746
22 O -0.607
23 H 0.415
24 H 0.313
25 H 0.138
26 H -0.514
27 H 0.168
28 H 0.461
29 H -0.142
30 H 0.338
31 C -1.633
32 C 1.649
33 C -0.841
34 O -0.568
35 H 0.412
36 H 0.386
37 H 0.377
38 H -0.651
39 H -0.081
40 H 0.233
41 H 0.438
42 H 0.012
43 C -0.659
44 C 0.567
45 C -1.423
46 O -0.487
47 H 0.354
48 H 0.428
49 H -0.100
50 H -0.064
51 H 0.382
52 H 0.388
53 H 0.369
54 H 0.277
55 C -1.537
56 C 0.925
57 C -1.053
58 O -0.468
59 H 0.377
60 H 0.387
61 H 0.407
62 H 0.109
63 H 0.405
64 H -0.059
65 H 0.390
66 H 0.281
67 C -1.585
68 C 0.587
69 C -0.820
70 O -0.556
71 H 0.342
72 H 0.398
73 H 0.399
74 H 0.151
75 H 0.262
76 H 0.172
77 H 0.361
78 H 0.313
79 C -0.011
80 C 0.128
81 C -0.513
82 O -0.563
83 H 0.526
84 H -0.365
85 H -0.359
86 H 0.391
87 H -0.191
88 H 0.093
89 H 0.516
90 H 0.364
91 C -0.166
92 C 0.149
93 C -1.512
94 O -0.600
95 H -0.023
96 H -0.192
97 H 0.562
98 H 0.322
99 H 0.377

No. 3
Entry from OMol25: C20H26N4O3 in the gas phase (ωB97M-V/def2-TZVPD).

XYZ file:
```
53
Properties=species:S:1:pos:R:3
C 0.01727 1.84156 -6.50311
H -0.07141 2.91389 -6.33122
H -0.65953 1.53626 -7.30303
H 1.04390 1.58300 -6.76953
O -0.34974 1.17484 -5.30455
C 0.49813 0.21382 -4.85903
O 1.55178 -0.06442 -5.37429
N -0.03857 -0.40805 -3.78414
H -0.83063 0.03347 -3.34082
C 0.74695 -1.27876 -2.94470
H 0.16584 -2.17831 -2.73249
H 1.64055 -1.55912 -3.50595
C 1.15537 -0.54767 -1.65393
N -0.03518 -0.01081 -0.98878
C 0.27336 1.05113 -0.04556
C -1.02907 1.71901 0.40803
N -1.96751 0.78172 0.97140
C -2.15982 0.59446 2.33570
C -3.39150 0.08161 2.74922
C -3.69900 -0.11727 4.08060
C -2.77633 0.21746 5.05116
C -1.54991 0.74007 4.67507
C -1.22239 0.92459 3.34032
O 0.00385 1.40322 2.93571
C 0.95645 1.74057 3.90992
H 1.82566 2.09453 3.35598
H 1.24448 0.87352 4.51408
H 0.59989 2.54036 4.56743
H -0.83648 0.98730 5.44515
H -2.99832 0.07735 6.09778
H -4.66239 -0.51936 4.35520
H -4.13034 -0.14919 1.99691
C -2.21227 -0.30617 0.05449
C -0.89603 -0.98737 -0.34661
H -1.11562 -1.79660 -1.04364
H -0.43170 -1.41673 0.55845
H -2.87001 -1.04503 0.50979
H -2.69285 0.09588 -0.84575
H -0.81536 2.50855 1.12422
H -1.51053 2.16332 -0.47331
H 0.89987 1.79504 -0.54380
H 0.80827 0.67033 0.83798
C 2.02870 -1.37976 -0.74417
C 1.77356 -2.71801 -0.45262
N 2.48245 -3.43433 0.40060
C 3.49611 -2.85673 1.02047
C 3.85281 -1.53379 0.81000
C 3.10376 -0.78952 -0.08495
H 3.35299 0.24509 -0.27786
H 4.69178 -1.09770 1.33020
H 4.04220 -3.48526 1.71142
H 0.96248 -3.25373 -0.92663
H 1.73402 0.33171 -1.96681
```

## Properties
max |F|	0.57	eV/Å
spin multiplicity	1
calculated total energy	-1222.4539	Ha
SMILES string	COC(=O)NC[C@H](c1cccnc1)N1CCN(c2ccccc2OC)CC1
E_HOMO	-7.5	eV

Charges in e, computed with Mulliken, in the same order as the atoms:
1 C -0.654
2 H 0.216
3 H 0.230
4 H 0.349
5 O -0.357
6 C 0.745
7 O -0.648
8 N -0.018
9 H 0.251
10 C -1.475
11 H 0.236
12 H 0.476
13 C -0.004
14 N 0.325
15 C -0.423
16 C -1.437
17 N 0.176
18 C 0.506
19 C -0.304
20 C -0.736
21 C -0.755
22 C -0.674
23 C 0.683
24 O -0.171
25 C -1.097
26 H 0.259
27 H 0.398
28 H 0.388
29 H 0.394
30 H 0.385
31 H 0.376
32 H 0.515
33 C -1.500
34 C -0.363
35 H 0.474
36 H 0.237
37 H 0.586
38 H 0.225
39 H 0.483
40 H 0.398
41 H 0.519
42 H 0.388
43 C 0.110
44 C -0.062
45 N -0.681
46 C -0.385
47 C -0.516
48 C -0.391
49 H 0.430
50 H 0.404
51 H 0.387
52 H 0.360
53 H 0.745

No. 4
Entry from OMol25: a 2-piece molecular cluster, C2H10N5 overall in a non-equilibrium geometry (ωB97M-V/def2-TZVPD).

XYZ file:
```
17
Properties=species:S:1:pos:R:3
N -0.16495 0.10253 -1.43850
C -1.34569 0.55249 -1.06239
N -1.71387 0.63186 0.22597
N -2.18082 1.03475 -2.01173
H 0.56377 -0.20529 -0.78691
H 0.12917 0.34373 -2.37301
H -2.32831 1.38547 0.51461
H -0.92613 0.36270 0.93149
H -1.80454 0.95496 -2.96889
H -3.21686 0.98540 -1.89462
N 1.20642 -0.48233 2.32431
C 1.92879 -1.21981 1.38157
N 2.11756 -0.68360 0.17643
H 1.36325 -0.73675 3.30299
H 1.32532 0.52757 2.20703
H 2.32183 -2.13620 1.78992
H 2.72504 -1.41748 -0.31827
```

## Properties
max |F|	4.25	eV/Å
spin multiplicity	1
total charge	+1
calculated total energy	-355.7847	Ha
E_HOMO	-13.4	eV

Charges in e, computed with Mulliken, in the same order as the atoms:
1 N -0.240
2 C 0.670
3 N -0.408
4 N -0.411
5 H 0.170
6 H 0.227
7 H 0.279
8 H 0.215
9 H 0.226
10 H 0.283
11 N -0.500
12 C 0.092
13 N -0.738
14 H 0.258
15 H 0.292
16 H 0.361
17 H 0.224